No. 1
This record from the OMol25 dataset describes C3H9NO as an isolated structure in a non-equilibrium geometry. The level of theory is the ωB97M-V functional and the def2-TZVPD basis.

Atoms and positions in Å:
O1 0.98846 -0.02609 -0.56825
N1 -1.90566 -0.82157 0.03355
C1 -1.34310 0.51799 -0.15263
C2 0.10789 0.71504 0.34016
C3 2.17449 -0.38327 0.13318
H1 -1.97151 1.43039 0.17779
H2 0.29824 1.84095 0.32681
H3 -2.92323 -0.77830 -0.22541
H4 1.94999 -1.62722 0.67592
H5 2.57688 0.55654 0.94834
H6 -1.26486 0.67081 -1.26460
H7 2.89744 -0.54030 -0.75420
H8 -1.96844 -1.03541 1.07522
H9 0.20175 0.34367 1.42704

The value obtained for the highest occupied orbital energy is -9.521 eV. As for the energy above the lowest of the compared OMol25 structures with the same formula, charge and spin: 75.2 kcal per mole. The HOMO-LUMO gap is 10.57 eV. Its spin multiplicity is 1. The total energy comes out at -249.593888 a.u. Its LUMO energy is 1.0 eV.

For each atom in turn, the Löwdin charge in e is:
1. O -0.262
2. N -0.032
3. C -0.317
4. C -0.249
5. C -0.180
6. H 0.121
7. H 0.128
8. H 0.079
9. H 0.161
10. H 0.146
11. H 0.116
12. H 0.077
13. H 0.087
14. H 0.125

***

No. 2
This record from the OMol25 dataset describes C10H6O in the gas phase in a non-equilibrium geometry. The level of theory is the ωB97M-V functional and the def2-TZVPD basis.

Atoms and positions in Å:
O1 -2.49118 1.58135 -0.50350
C1 -2.85272 -0.45650 0.52462
C2 -1.97796 0.57210 -0.03989
C3 0.23875 1.50170 -0.26459
C4 2.19718 0.01000 -0.08977
C5 -0.56358 0.43421 0.00859
C6 -5.14027 -0.97720 -0.55814
C7 1.36190 -1.11171 0.09672
C8 1.61157 1.28161 -0.30018
C9 -3.89677 -0.91802 -0.24510
C10 -0.01389 -0.83137 0.18540
H1 -2.60140 -0.79520 1.54406
H2 2.28554 2.11447 -0.40439
H3 1.85899 -2.14895 0.19684
H4 -0.36852 2.41821 -0.50923
H5 3.22914 -0.07802 -0.02143
H6 -0.84427 -1.69234 0.33785

The value obtained for the highest occupied orbital energy is -10.085 eV. As for the energy above the lowest of the compared OMol25 structures with the same formula, charge and spin: 0.0 kcal per mole. The HOMO-LUMO gap is 8.00 eV. Its spin multiplicity is 1. The total energy comes out at -459.682567 a.u. Its LUMO energy is -2.1 eV.

For each atom in turn, the Löwdin charge in e is:
1. O 0.121
2. C 0.009
3. C -0.399
4. C -0.007
5. C -0.060
6. C -0.228
7. C 0.128
8. C -0.060
9. C -0.052
10. C -0.176
11. C -0.029
12. H 0.138
13. H 0.100
14. H 0.135
15. H 0.147
16. H 0.080
17. H 0.155

***

No. 3
This record from the OMol25 dataset describes a 2-piece molecular cluster, C4H8NO3 overall in a non-equilibrium geometry. The level of theory is the ωB97M-V functional and the def2-TZVPD basis.

Atoms and positions in Å:
O1 -0.88511 -1.17918 1.22504
O2 -0.46965 -3.33917 0.82899
O3 -1.24627 2.64161 -0.80335
N1 -0.08721 0.83663 -0.98036
C1 1.05807 2.78300 -1.47109
C2 -0.14954 -2.13808 1.10544
C3 -0.18554 2.19568 -0.99274
C4 1.35550 -1.94538 1.23107
H1 1.85288 -2.68697 0.57131
H2 1.72214 -0.90923 1.03183
H3 0.81293 0.41409 -0.68764
H4 1.94697 2.05432 -1.43157
H5 1.31213 3.63148 -0.95139
H6 0.80358 3.00054 -2.56116
H7 1.39930 -2.00252 2.26832
H8 -0.90216 0.28445 -0.61871

The value obtained for the highest occupied orbital energy is -4.017 eV. As for the energy above the lowest of the compared OMol25 structures with the same formula, charge and spin: 36.9 kcal per mole. As for the charge: -1. The HOMO-LUMO gap is 7.37 eV. Its spin multiplicity is 1. The total energy comes out at -437.746719 a.u. Its LUMO energy is 3.4 eV.

For each atom in turn, the Löwdin charge in e is:
1. O -0.068
2. O -0.132
3. O 0.078
4. N 0.134
5. C -0.027
6. C -0.840
7. C -0.697
8. C -0.066
9. H 0.072
10. H 0.051
11. H 0.087
12. H 0.105
13. H 0.040
14. H 0.116
15. H 0.034
16. H 0.114

***

No. 4
This record from the OMol25 dataset describes a 2-piece molecular cluster, C5H9NO overall in a non-equilibrium geometry. The level of theory is the ωB97M-V functional and the def2-TZVPD basis.

Atoms and positions in Å:
O1 -2.30786 3.09556 0.02424
N1 -1.11680 -1.81238 0.44811
C1 1.38803 0.11904 0.97255
C2 0.70622 0.06356 -1.46251
C3 0.47001 0.61322 -0.09332
C4 -0.48661 1.49411 0.17225
C5 -1.44236 2.30002 -0.01257
H1 -1.69873 -2.12244 -0.32151
H2 0.61297 -1.01825 -1.42937
H3 -0.00232 0.47028 -2.18234
H4 -1.18761 -2.50509 1.17658
H5 -1.52783 -0.95934 0.80274
H6 1.13332 0.54399 1.94222
H7 2.41724 0.38761 0.72735
H8 1.32231 -0.97304 1.02318
H9 1.72002 0.30314 -1.78759

The value obtained for the highest occupied orbital energy is -8.476 eV. As for the energy above the lowest of the compared OMol25 structures with the same formula, charge and spin: 58.6 kcal per mole. As for the SMILES: CC(C)=C=C=O.N. The HOMO-LUMO gap is 8.49 eV. Its spin multiplicity is 1. The total energy comes out at -325.844244 a.u. Its LUMO energy is 0.0 eV.

For each atom in turn, the Löwdin charge in e is:
1. O 0.116
2. N 0.043
3. C -0.066
4. C -0.054
5. C -0.357
6. C -0.005
7. C -0.231
8. H 0.027
9. H 0.071
10. H 0.085
11. H 0.019
12. H 0.017
13. H 0.083
14. H 0.087
15. H 0.076
16. H 0.087

***

Among the records above, which one has the highest total energy?
C3H9NO

***

Which of these has the lowest HOMO-LUMO gap?
C4H8NO3

***

What is the highest occupied orbital energy in the third record?
-4.017 eV